1.
Here is a single C4H5NO molecule in a non-equilibrium geometry from the OMol25 dataset. Energies are from wB97M-V/def2-TZVPD.

XYZ file:
```
11
Properties=species:S:1:pos:R:3:forces:R:3:lowdin_charge:R:1
C -1.307 -0.283 -0.201 0.02 0.08 -0.20 -0.033
C -0.053 0.394 0.349 0.02 -0.03 0.21 -0.338
C 1.115 0.624 -0.537 0.38 0.37 -0.46 -0.050
C 1.972 -0.415 -0.339 -0.93 -0.03 0.65 -0.032
N 1.497 -1.229 0.594 0.97 -0.33 -0.10 0.044
O 0.515 -0.604 1.284 -0.33 0.11 -0.13 -0.100
H -2.020 -0.487 0.602 0.12 0.09 -0.10 0.084
H -1.780 0.349 -0.959 0.03 -0.08 0.12 0.085
H -1.009 -1.233 -0.657 -0.10 0.17 0.02 0.090
H -0.289 1.320 0.883 0.03 -0.15 0.06 0.150
H 1.359 1.564 -1.018 -0.22 -0.19 -0.08 0.099
```
Forces are in eV/Å.

Charge: 0
Frontier orbital gap (alpha / beta) in eV: 8.83 / 7.20
LUMO (alpha / beta) in eV: -1.04 / -1.41
Spin multiplicity: 1

2.
Here is a molecular structure, C4H5NO from the OMol25 dataset. Energies are from wB97M-V/def2-TZVPD.

XYZ file:
```
11
Properties=species:S:1:pos:R:3:forces:R:3:lowdin_charge:R:1
O 0.464 -1.302 -1.030 -0.06 0.00 0.05 -0.029
C 0.153 -0.059 -0.785 0.10 0.01 -0.27 -0.489
C 0.849 0.894 0.186 0.08 0.05 -0.06 -0.064
C -0.044 0.206 1.191 -0.05 -0.15 0.17 -0.094
C -1.036 -0.424 0.481 -0.21 0.20 0.61 -0.075
N -1.196 0.265 -0.857 0.09 -0.04 -0.20 0.087
H 0.680 1.949 -0.037 0.02 -0.18 0.03 0.113
H 1.906 0.669 0.334 -0.16 0.04 -0.02 0.120
H 0.304 -0.186 2.142 -0.08 0.06 -0.15 0.104
H -0.420 -1.612 -0.153 0.23 -0.05 -0.23 0.210
H -1.660 -0.399 -1.472 0.04 0.05 0.07 0.117
```
Forces are in eV/Å.

Charge: 0
Frontier orbital gap in eV: 9.67
LUMO in eV: 0.48
Spin multiplicity: 1

3.
Here is 2 unconnected molecules or ions with the total composition C4H5NO in a non-equilibrium geometry from the OMol25 dataset. Energies are from wB97M-V/def2-TZVPD.

XYZ file:
```
11
Properties=species:S:1:pos:R:3:forces:R:3:lowdin_charge:R:1
C -0.209 -1.580 -0.299 -0.13 0.13 -0.03 0.043
C -0.827 -0.419 -0.425 0.11 -0.20 0.12 -0.393
C -1.381 0.840 -0.005 -0.05 0.12 0.26 -0.037
O -1.353 0.359 -1.387 0.03 -0.08 -0.22 0.043
H 0.078 -1.944 0.681 -0.07 0.08 -0.09 0.063
H -0.014 -2.200 -1.166 -0.04 0.08 0.08 0.070
H -2.372 0.882 0.441 0.13 -0.04 -0.08 0.114
H -0.732 1.693 0.181 -0.07 -0.14 -0.02 0.110
C 2.254 0.768 0.670 0.71 0.72 0.02 -0.077
N 3.055 1.596 0.720 -0.76 -0.77 -0.01 0.052
H 1.501 0.005 0.589 0.14 0.08 -0.04 0.012
```
Forces are in eV/Å.

Charge: 0
Frontier orbital gap in eV: 10.75
LUMO in eV: 0.83
Spin multiplicity: 1

What are the E_tot values for these records? In order: -7761.0917 -7760.7413 -7763.4634 eV.
What are the M values for these records? In order: 83.09 83.09 83.09 g mol⁻¹.